{
  "formula": "C74H63F12N",
  "method": "ωB97M-V with the def2-TZVPD basis set",
  "species": ["F", "C", "C", "C", "C", "C", "C", "H", "H", "H", "H", "H", "F", "C", "C", "C", "C", "C", "C", "H", "H", "H", "H", "H", "F", "C", "C", "C", "C", "C", "C", "H", "H", "H", "H", "H", "F", "C", "C", "C", "C", "C", "C", "H", "H", "H", "H", "H", "F", "C", "C", "C", "C", "C", "C", "H", "H", "H", "H", "H", "F", "C", "C", "C", "C", "C", "C", "H", "H", "H", "H", "H", "F", "C", "C", "C", "C", "C", "C", "H", "H", "H", "H", "H", "F", "C", "C", "C", "C", "C", "C", "H", "H", "H", "H", "H", "F", "C", "C", "C", "C", "C", "C", "H", "H", "H", "H", "H", "F", "C", "C", "C", "C", "C", "C", "H", "H", "H", "H", "H", "F", "C", "C", "C", "C", "C", "C", "H", "H", "H", "H", "H", "F", "C", "C", "C", "C", "C", "C", "H", "H", "H", "H", "H", "C", "C", "N", "H", "H", "H"],
  "xyz": [[2.91935, 5.65939, 4.02350], [3.07738, 4.38564, 4.36964], [2.53419, 3.88136, 5.56656], [2.72551, 2.54507, 5.93333], [3.15759, 1.64455, 4.98532], [3.47866, 2.07156, 3.68057], [3.52092, 3.45587, 3.44473], [2.00335, 4.53001, 6.24764], [2.38449, 2.15791, 6.88213], [3.05302, 0.58020, 5.13576], [3.93137, 1.35347, 3.01288], [3.94302, 3.85635, 2.53486], [0.53937, 7.68307, 1.07741], [1.04443, 6.44289, 0.81279], [1.97186, 6.34348, -0.24255], [2.52749, 5.04797, -0.49092], [2.06668, 3.94744, 0.24095], [1.15970, 4.02338, 1.29912], [0.66663, 5.28642, 1.53003], [2.31666, 7.15970, -0.86004], [3.30452, 5.00708, -1.23989], [2.42766, 2.97384, -0.05601], [1.02376, 3.12853, 1.88833], [-0.09545, 5.44834, 2.27798], [-5.17995, -5.56662, -0.61071], [-4.49525, -6.39590, 0.19978], [-5.19268, -7.56828, 0.58835], [-4.43591, -8.53393, 1.24139], [-3.08117, -8.34384, 1.49015], [-2.36541, -7.16963, 1.20788], [-3.09708, -6.18261, 0.53518], [-6.24093, -7.74915, 0.40165], [-4.84193, -9.49549, 1.51879], [-2.43663, -9.10539, 1.90368], [-1.28704, -7.13106, 1.25285], [-2.57243, -5.27158, 0.28789], [-1.87104, 1.37547, -6.98236], [-1.60582, 0.26795, -6.21974], [-0.47716, -0.46714, -6.56429], [-0.13018, -1.56430, -5.78479], [-1.05477, -1.97535, -4.80705], [-2.15129, -1.23128, -4.51534], [-2.44220, -0.08223, -5.17823], [0.16810, -0.21254, -7.39207], [0.75911, -2.06583, -6.13698], [-0.97923, -2.90327, -4.25964], [-2.74351, -1.67860, -3.73076], [-3.36866, 0.42411, -4.95088], [4.71028, -1.76423, 0.03468], [3.88024, -2.01172, -0.93621], [4.03931, -1.40660, -2.19465], [3.19101, -1.77561, -3.26043], [2.06664, -2.55818, -3.00358], [1.88643, -3.13127, -1.77541], [2.78651, -2.88138, -0.76835], [4.90301, -0.79988, -2.42336], [3.30650, -1.44003, -4.28046], [1.42137, -2.81515, -3.83062], [0.96479, -3.63923, -1.53258], [2.70793, -3.46458, 0.13725], [1.57385, 0.23218, 1.72359], [0.61974, 0.15837, 0.80409], [-0.69101, -0.23698, 1.15981], [-1.71072, -0.24059, 0.20497], [-1.52197, 0.17700, -1.10329], [-0.18052, 0.50030, -1.45470], [0.84554, 0.63772, -0.52180], [-0.94629, -0.42126, 2.19290], [-2.74724, -0.31527, 0.49900], [-2.36943, 0.20142, -1.77233], [0.06642, 0.74052, -2.47828], [1.82627, 1.00866, -0.78058], [0.20788, 0.69621, 7.46607], [-0.72842, 0.62644, 6.46760], [-1.76653, -0.38230, 6.34573], [-2.61176, -0.35169, 5.23722], [-2.47029, 0.62256, 4.24219], [-1.49576, 1.56225, 4.34498], [-0.54467, 1.54904, 5.41971], [-1.84852, -1.15975, 7.09089], [-3.42135, -1.05722, 5.12241], [-3.16157, 0.67143, 3.41386], [-1.39646, 2.25914, 3.52590], [0.24956, 2.28086, 5.41349], [-6.32658, 1.56161, 0.49473], [-5.44914, 2.45329, 0.86775], [-4.10166, 2.29790, 0.44532], [-3.11151, 3.14895, 0.99977], [-3.46115, 4.15307, 1.84525], [-4.78900, 4.31932, 2.30035], [-5.74641, 3.46981, 1.81667], [-3.88696, 1.51499, -0.26697], [-2.06656, 3.04727, 0.74653], [-2.69983, 4.90379, 1.99756], [-5.15203, 5.12632, 2.91951], [-6.69061, 3.49098, 2.34055], [4.61845, -3.76365, 5.50764], [3.45086, -3.49467, 4.89857], [3.35658, -2.87230, 3.67736], [2.10619, -2.58977, 3.06044], [0.94961, -3.07721, 3.69258], [1.04760, -3.66524, 4.96927], [2.31956, -3.90436, 5.51892], [4.22225, -2.45272, 3.18647], [2.02813, -2.07134, 2.11623], [0.00926, -2.98788, 3.16898], [0.27416, -4.11154, 5.57674], [2.32271, -4.50602, 6.41581], [-1.57192, 4.16308, -2.42788], [-0.44730, 4.00663, -3.10623], [-0.21314, 2.87967, -3.89427], [0.93456, 2.78156, -4.69441], [1.85629, 3.88486, -4.76051], [1.60408, 4.99924, -3.90994], [0.48224, 5.01909, -3.03594], [-1.00755, 2.15528, -3.99716], [1.21658, 1.87492, -5.20906], [2.83906, 3.82353, -5.20412], [2.37314, 5.75536, -3.96677], [0.35409, 5.91368, -2.44460], [-1.59581, -3.92172, -1.24500], [-2.08555, -4.46400, -2.45192], [-1.18215, -5.16109, -3.19478], [-1.66394, -5.78400, -4.35699], [-2.93062, -5.55109, -4.85928], [-3.78125, -4.81624, -4.07320], [-3.37838, -4.28644, -2.89149], [-0.12705, -4.94120, -3.12537], [-0.92894, -6.20143, -5.02926], [-3.34661, -5.90378, -5.79146], [-4.82245, -4.69266, -4.33211], [-4.07035, -3.75147, -2.25794], [6.90531, 1.86288, 2.06730], [6.76373, 2.04702, 0.72904], [5.56696, 1.61830, 0.20615], [5.25268, 1.84310, -1.12740], [6.23735, 2.54237, -1.92754], [7.48171, 2.92328, -1.41652], [7.77769, 2.49553, -0.11037], [4.82015, 1.19561, 0.86189], [4.35064, 1.53794, -1.63691], [6.05665, 2.67575, -2.98394], [8.22542, 3.35471, -2.07010], [8.77109, 2.62565, 0.29290], [-6.06416, 1.09371, -2.50161], [-5.87317, -0.39464, -2.49175], [-5.78926, -1.53303, -2.51315], [-6.94432, 1.26065, -1.88069], [-6.31098, 1.36071, -3.52917], [-5.15869, 1.65984, -2.28318]],
  "max_force_ev_per_a": 4.2,
  "orbital_gap_ev": 9.4,
  "lumo_energy_ev": 0.44,
  "relative_energy_kj_mol": 101.20
}

---

{
  "formula": "C47H38F5NO30S",
  "method": "ωB97M-V with the def2-TZVPD basis set",
  "species": ["C", "C", "C", "O", "S", "O", "O", "C", "C", "O", "C", "F", "F", "F", "N", "C", "O", "F", "C", "O", "F", "C", "C", "C", "H", "H", "H", "H", "H", "H", "H", "H", "H", "H", "H", "H", "H", "H", "C", "C", "C", "O", "C", "C", "C", "O", "O", "O", "H", "H", "H", "H", "C", "C", "C", "O", "C", "C", "C", "O", "O", "O", "H", "H", "H", "H", "C", "C", "C", "O", "C", "C", "C", "O", "O", "O", "H", "H", "H", "H", "C", "C", "C", "O", "C", "C", "C", "O", "O", "O", "H", "H", "H", "H", "C", "C", "C", "O", "C", "C", "C", "O", "O", "O", "H", "H", "H", "H", "C", "C", "C", "O", "C", "C", "C", "O", "O", "O", "H", "H", "H", "H"],
  "xyz": [[5.68053, -1.92737, 2.43309], [5.11784, -2.65257, 3.64594], [3.62318, -2.55716, 3.80398], [3.15734, -1.26636, 3.35731], [1.77435, -0.91646, 3.93324], [1.81471, -0.96310, 5.34303], [1.29287, 0.23739, 3.29472], [0.70021, -2.29032, 3.43924], [0.16471, -2.01741, 2.03753], [1.17363, -1.31309, 1.31604], [0.76354, -0.58981, 0.25324], [-0.06578, -1.28887, -0.51418], [1.84228, -0.30451, -0.45478], [0.10441, 0.54078, 0.54134], [-0.38885, -2.41233, 4.43228], [-1.07300, -1.19678, 4.75508], [-1.85142, -0.58511, 4.04928], [-0.79097, -0.87748, 5.96611], [-1.30975, -3.43617, 4.10421], [-1.37766, -4.55445, 4.60871], [-2.12688, -3.01506, 3.16149], [1.44587, -3.64504, 3.43749], [2.88509, -3.60542, 3.05880], [3.10407, -3.53191, 1.56619], [5.04395, -1.16013, 2.06751], [6.59205, -1.45565, 2.71211], [5.93777, -2.61723, 1.66956], [5.34410, -3.68704, 3.55431], [5.57808, -2.31144, 4.53746], [3.39353, -2.68099, 4.83548], [-0.74507, -1.45520, 2.05820], [-0.03479, -2.94059, 1.55524], [0.93073, -4.32427, 2.80313], [1.35273, -4.02455, 4.42926], [3.31540, -4.53136, 3.35634], [3.32510, -2.55044, 1.23818], [3.92742, -4.15089, 1.30635], [2.25651, -3.90022, 1.03352], [5.31251, -0.19341, -3.70891], [5.11260, -1.12060, -2.76390], [4.55548, -0.77833, -1.40724], [4.39149, -1.70438, -0.63397], [4.24653, 0.60362, -1.10927], [4.44623, 1.53324, -2.05514], [4.98394, 1.18789, -3.42030], [5.11434, 2.10247, -4.20991], [4.19308, 2.81560, -1.88918], [5.37834, -2.40488, -2.92545], [5.70790, -0.42813, -4.68206], [3.85842, 0.84125, -0.12802], [4.42421, 3.25036, -2.73131], [5.12977, -2.83615, -2.08823], [8.28319, -1.49456, -7.80066], [9.41506, -1.62306, -8.50858], [10.74571, -1.89635, -7.85144], [11.70844, -2.01335, -8.58225], [10.79559, -1.99922, -6.40702], [9.66424, -1.86795, -5.70090], [8.33330, -1.61735, -6.36125], [7.36705, -1.52949, -5.62673], [9.60665, -1.94625, -4.38749], [9.47189, -1.52670, -9.81862], [7.32580, -1.30030, -8.26180], [11.75436, -2.18101, -5.94376], [8.66987, -1.82258, -4.14613], [10.40588, -1.66352, -10.06322], [-6.64444, -0.70113, -0.26114], [-6.96602, -1.38184, 0.84562], [-5.93254, -1.85604, 1.83081], [-6.32901, -2.45072, 2.81359], [-4.53820, -1.57938, 1.54591], [-4.21259, -0.90170, 0.43785], [-5.25126, -0.40696, -0.53473], [-4.85590, 0.21315, -1.50196], [-2.96975, -0.60872, 0.10267], [-8.21286, -1.69215, 1.16372], [-7.39009, -0.36221, -0.96338], [-3.79633, -1.93001, 2.24330], [-3.02247, -0.11914, -0.73877], [-8.16873, -2.17939, 2.00761], [3.39073, 5.85255, 2.97666], [2.92699, 6.94530, 2.35721], [1.54482, 7.00563, 1.75673], [1.21934, 8.05498, 1.23338], [0.70803, 5.83056, 1.84534], [1.17344, 4.73556, 2.45830], [2.54847, 4.67663, 3.07432], [2.88503, 3.64107, 3.61883], [0.45262, 3.64449, 2.55311], [3.62432, 8.05686, 2.21174], [4.38079, 5.80211, 3.40508], [-0.28945, 5.83212, 1.42393], [0.96103, 2.96463, 3.03682], [3.04210, 8.67532, 1.73253], [-4.18831, 4.88938, 0.17418], [-5.10896, 3.95863, -0.11539], [-4.73887, 2.59022, -0.62820], [-5.65283, 1.81787, -0.84302], [-3.34325, 2.28554, -0.83628], [-2.41237, 3.20903, -0.54883], [-2.78915, 4.58069, -0.00795], [-1.89010, 5.36612, 0.24557], [-1.12898, 2.98531, -0.72788], [-6.40268, 4.14640, 0.01920], [-4.44927, 5.87030, 0.54391], [-3.09198, 1.30742, -1.21971], [-0.65043, 3.78881, -0.44697], [-6.82888, 3.31319, -0.25546], [-13.19038, -0.15203, -1.87301], [-13.51710, -0.83025, -0.76341], [-12.47724, -1.30614, 0.22040], [-12.87397, -1.89761, 1.20463], [-11.08242, -1.03576, -0.06563], [-10.76055, -0.36069, -1.17540], [-11.79600, 0.13602, -2.14727], [-11.39849, 0.75318, -3.11562], [-9.51256, -0.07377, -1.50702], [-14.75424, -1.13811, -0.43217], [-13.92799, 0.19454, -2.58201], [-10.33560, -1.38769, 0.62929], [-9.55718, 0.42117, -2.34655], [-14.69801, -1.62151, 0.41230]],
  "max_force_ev_per_a": 5.6,
  "smiles": "CC[C@H]1OS(=O)(=O)[C@](COC(F)(F)F)(N(C(=O)F)C(=O)F)C[C@H]1C.O=C1C=C(O)C(=O)C=C1O.O=C1C=C(O)C(=O)C=C1O.O=C1C=C(O)C(=O)C=C1O.O=C1C=C(O)C(=O)C=C1O.O=C1C=C(O)C(=O)C=C1O.O=C1C=C(O)C(=O)C=C1O",
  "orbital_gap_ev": 7.6,
  "lumo_energy_ev": -1.63
}

---

{
  "formula": "C16H11BaI2N5O2",
  "method": "ωB97M-V with the def2-TZVPD basis set",
  "species": ["Ba", "I", "C", "C", "C", "I", "C", "O", "C", "C", "N", "C", "C", "C", "C", "C", "C", "N", "C", "H", "H", "H", "H", "H", "H", "H", "H", "H", "H", "H", "O", "N", "C", "C", "N", "C", "N"],
  "xyz": [[-0.65162, -1.35775, -1.92535], [4.59408, 1.84565, 1.90735], [3.33278, 0.46685, 0.91025], [3.46428, 0.28595, -0.45715], [2.61178, -0.60445, -1.06525], [2.45928, -0.84605, -3.16955], [1.65768, -1.37945, -0.38235], [0.96048, -2.25895, -0.97585], [1.47518, -1.05265, 0.98535], [0.24968, -1.63665, 1.61965], [-0.93552, -1.10605, 0.93165], [-1.16122, 0.30535, 1.22375], [-0.30022, 1.21305, 0.38445], [0.49128, 2.19955, 0.96645], [1.21268, 3.06075, 0.15965], [1.07918, 2.94135, -1.21455], [0.26658, 1.93705, -1.70855], [-0.39172, 1.07925, -0.93765], [2.32478, -0.17115, 1.61795], [4.19698, 0.83525, -1.03105], [0.24878, -2.72225, 1.47345], [0.22128, -1.40865, 2.69545], [-1.74382, -1.63325, 1.25285], [-2.20442, 0.54235, 0.98625], [-0.98342, 0.52485, 2.28675], [0.54678, 2.28825, 2.04045], [1.85918, 3.81125, 0.58945], [1.59518, 3.60495, -1.88875], [0.11258, 1.83235, -2.77565], [2.19408, 0.03415, 2.67095], [-2.43922, -2.29965, -2.50905], [-2.93422, -1.41895, -1.71825], [-4.03502, -1.66345, -1.06035], [-4.46552, -0.66655, -0.16275], [-4.76252, 0.13835, 0.60035], [-4.78332, -2.86645, -1.12925], [-5.36292, -3.85425, -1.19125]],
  "max_force_ev_per_a": 5.9,
  "orbital_gap_ev": 7.4,
  "lumo_energy_ev": -0.64
}